{"formula": "C41H57N4O8SW", "method": "ωB97M-V/def2-TZVPD", "elements": ["W", "C", "N", "C", "C", "C", "N", "C", "C", "C", "C", "C", "C", "C", "O", "C", "C", "C", "C", "C", "C", "C", "C", "C", "C", "C", "C", "C", "C", "C", "O", "C", "C", "C", "C", "C", "C", "C", "C", "H", "H", "H", "H", "H", "H", "H", "H", "H", "H", "H", "H", "H", "H", "H", "H", "H", "H", "H", "H", "H", "H", "H", "H", "H", "H", "H", "H", "H", "H", "H", "H", "H", "H", "H", "H", "H", "H", "H", "H", "H", "H", "H", "H", "H", "H", "H", "H", "H", "H", "H", "H", "H", "H", "O", "C", "C", "C", "N", "C", "C", "C", "O", "O", "C", "O", "O", "H", "H", "H", "O", "S", "N"], "xyz": [[-1.38950, 0.97787, -0.64401], [-2.12964, 2.84717, -3.19653], [-1.12994, 2.86841, -2.09043], [-1.28018, 4.19085, -1.40548], [0.21805, 2.91865, -2.73266], [1.27538, 2.35690, -1.82565], [0.94057, 0.95343, -1.51650], [1.13719, 0.15065, -2.75784], [0.66138, -1.25096, -2.63581], [1.48974, -2.34321, -2.84498], [0.96408, -3.62538, -2.80008], [-0.41045, -3.74726, -2.60083], [-1.28685, -2.68175, -2.40406], [-0.68526, -1.41852, -2.37788], [-1.38147, -0.24596, -2.11363], [-2.78808, -2.92277, -2.27777], [-3.15353, -4.39145, -2.50674], [-3.27389, -2.56022, -0.87169], [-3.50835, -2.10356, -3.35926], [1.81447, -4.88257, -2.95857], [3.28818, -4.54793, -3.18172], [1.69361, -5.72503, -1.68092], [1.31413, -5.69798, -4.15772], [1.90100, 0.40778, -0.53751], [1.91913, 1.06529, 0.80852], [3.08283, 0.92612, 1.54848], [3.21230, 1.49139, 2.80591], [2.14474, 2.24833, 3.27373], [0.95654, 2.45266, 2.57250], [0.85435, 1.79438, 1.33249], [-0.30158, 1.89023, 0.58170], [-0.13232, 3.33971, 3.18337], [0.34694, 4.05955, 4.44841], [-1.32414, 2.46276, 3.57358], [-0.57850, 4.41890, 2.19011], [4.49590, 1.28533, 3.60642], [4.68225, -0.21744, 3.85784], [4.46321, 2.00282, 4.95501], [5.68765, 1.81959, 2.80204], [-1.85641, 3.61684, -3.92251], [-3.11714, 3.05754, -2.80097], [-2.12938, 1.86858, -3.67488], [-1.16568, 4.96553, -2.16683], [-0.50074, 4.30034, -0.65544], [-2.25021, 4.27299, -0.93531], [0.44540, 3.95740, -2.98368], [0.16395, 2.38272, -3.67574], [1.34274, 2.92325, -0.89734], [2.25782, 2.40520, -2.31093], [2.20337, 0.17736, -3.01100], [0.59283, 0.62265, -3.56955], [2.53913, -2.17386, -3.04327], [-0.82532, -4.74423, -2.59982], [-2.73619, -5.04728, -1.74138], [-2.82904, -4.74707, -3.48436], [-4.23869, -4.48885, -2.46504], [-2.74344, -3.15422, -0.12367], [-4.34009, -2.77818, -0.77717], [-3.13528, -1.50546, -0.64794], [-3.23096, -2.46785, -4.34940], [-3.24801, -1.04791, -3.31740], [-4.59038, -2.20752, -3.25827], [3.71071, -3.99476, -2.34160], [3.43972, -3.96561, -4.09172], [3.85723, -5.47164, -3.28473], [2.03559, -5.16551, -0.80926], [2.29980, -6.62765, -1.76851], [0.66411, -6.03223, -1.49874], [1.36635, -5.11480, -5.07789], [0.28398, -6.02722, -4.02429], [1.93060, -6.58857, -4.28435], [2.90025, 0.51804, -0.97925], [1.70697, -0.66001, -0.43971], [3.89930, 0.35708, 1.12049], [2.24837, 2.72432, 4.23257], [0.58728, 3.37134, 5.25881], [-0.45918, 4.70247, 4.80180], [1.21527, 4.69140, 4.25937], [-1.03082, 1.70816, 4.30536], [-1.72389, 1.96243, 2.69699], [-2.11537, 3.07421, 4.01087], [0.27967, 4.98526, 1.82136], [-1.24706, 5.12122, 2.68996], [-1.11734, 3.99021, 1.35205], [3.83471, -0.63048, 4.40598], [5.58445, -0.38807, 4.44608], [4.78242, -0.77251, 2.92521], [3.65490, 1.63838, 5.59049], [4.35411, 3.08224, 4.84105], [5.40026, 1.82139, 5.48141], [5.79882, 1.30486, 1.84790], [6.61030, 1.67294, 3.36444], [5.57876, 2.88621, 2.60179], [-4.65009, -1.13062, 4.26899], [-3.89707, -0.71047, 3.25264], [-2.73195, -1.36216, 2.83854], [-2.05858, -0.83045, 1.76088], [-2.46163, 0.26491, 1.13759], [-3.54123, 0.92535, 1.56258], [-4.30521, 0.46496, 2.60215], [-3.68463, 2.25278, 0.86474], [-4.64932, 2.95796, 0.96058], [-2.58808, 2.51286, 0.18692], [-0.80122, -1.36289, 1.15977], [-0.16571, -2.28704, 1.57432], [-0.48005, -0.64359, 0.08722], [-4.28955, -1.93326, 4.66698], [-2.34771, -2.25144, 3.31926], [-5.17355, 1.01874, 2.92870], [-4.98390, 1.53142, -3.06072], [-4.65150, 0.78285, -1.86935], [-3.26759, 0.87220, -1.34560]], "atomic_forces_ev_per_a": [[0.2, 0.1, 0.2], [0.0, 0.0, 0.1], [0.1, 0.1, 0.0], [0.0, 0.0, 0.0], [0.0, 0.1, 0.0], [0.1, 0.0, 0.0], [-0.1, 0.1, -0.1], [0.1, 0.1, 0.0], [0.0, -0.2, 0.0], [-0.1, 0.0, 0.0], [0.0, 0.0, 0.0], [0.0, 0.0, 0.0], [0.2, -0.1, 0.0], [-0.1, 0.3, 0.1], [-0.2, -0.4, -0.5], [0.0, 0.0, -0.1], [-0.1, 0.0, 0.0], [0.0, 0.1, 0.0], [0.0, 0.0, 0.0], [0.0, 0.0, 0.0], [0.0, 0.0, 0.0], [0.0, 0.0, 0.0], [0.0, 0.0, 0.0], [0.1, 0.0, 0.0], [0.1, 0.0, 0.1], [-0.1, 0.0, 0.0], [0.0, 0.0, 0.0], [-0.1, 0.1, 0.0], [0.2, -0.1, 0.1], [-0.2, 0.0, -0.3], [0.3, 0.3, 0.6], [0.0, 0.0, 0.0], [0.0, 0.0, 0.0], [-0.1, 0.0, -0.1], [0.0, 0.0, 0.0], [-0.1, 0.0, 0.0], [0.0, 0.0, 0.0], [0.0, 0.0, 0.0], [0.0, 0.0, 0.0], [0.0, 0.0, 0.0], [0.0, 0.0, 0.0], [0.0, 0.0, 0.0], [0.0, 0.0, 0.0], [0.0, 0.0, 0.0], [0.0, 0.0, 0.0], [0.0, -0.1, 0.0], [0.0, 0.0, 0.0], [0.0, 0.0, 0.0], [0.0, 0.0, 0.0], [-0.1, 0.0, 0.0], [0.0, 0.0, 0.0], [0.0, 0.0, 0.0], [0.0, 0.0, 0.0], [0.0, 0.0, 0.0], [0.0, 0.0, 0.0], [0.0, 0.0, 0.0], [0.0, 0.0, 0.0], [0.0, 0.0, 0.0], [0.0, 0.0, 0.0], [0.0, 0.0, 0.0], [0.0, 0.0, 0.0], [0.0, 0.0, 0.0], [0.0, 0.0, 0.0], [0.0, 0.0, 0.0], [0.0, 0.0, 0.0], [0.0, 0.0, 0.0], [0.0, 0.0, 0.0], [0.0, 0.0, 0.0], [0.0, 0.0, 0.0], [0.0, 0.0, 0.0], [0.0, 0.0, 0.0], [0.0, 0.0, 0.0], [0.0, 0.0, 0.0], [0.0, 0.0, 0.0], [0.0, 0.0, 0.0], [0.0, 0.0, 0.0], [0.0, 0.0, 0.0], [0.0, 0.0, 0.0], [0.0, 0.0, 0.0], [0.1, 0.0, 0.1], [0.0, 0.0, 0.0], [0.0, 0.0, 0.0], [0.0, 0.0, 0.0], [0.0, 0.0, 0.0], [0.0, 0.0, 0.0], [0.0, 0.0, 0.0], [0.0, 0.0, 0.0], [0.0, 0.0, 0.0], [0.0, 0.0, 0.0], [0.0, 0.0, 0.0], [0.0, 0.0, 0.0], [0.0, 0.0, 0.0], [0.0, 0.0, 0.0], [0.0, 0.0, 0.0], [-0.1, 0.0, 0.0], [0.0, 0.2, -0.2], [-0.1, -0.1, 0.2], [0.0, -0.1, -0.1], [0.0, 0.0, 0.2], [0.1, 0.0, -0.1], [0.1, -0.1, -0.1], [0.0, 0.0, 0.1], [-0.1, -0.1, -0.2], [0.3, 0.0, -0.1], [-0.1, 0.1, 0.0], [-0.1, 0.0, 0.3], [0.0, 0.0, 0.0], [0.0, 0.0, 0.0], [0.0, 0.0, 0.0], [0.0, 0.0, 0.0], [-0.2, -0.1, 0.0], [-0.1, 0.0, -0.1]], "mulliken_charge": [1.838, -1.394, 0.169, -1.297, -1.096, -0.899, 0.475, -1.076, 0.065, -0.332, -0.488, -0.337, -0.172, -0.253, -0.787, 2.555, -2.465, -1.536, -1.329, 1.782, -2.166, -1.566, -1.610, -1.932, 0.082, -0.376, -0.806, 0.027, -1.452, 0.131, 1.446, 2.490, -2.472, -1.794, -1.624, 1.927, -1.650, -2.129, -1.638, 0.511, 0.383, 0.268, 0.537, 0.391, 0.296, 0.547, 0.608, 0.212, 0.641, 0.421, 0.491, 0.614, 0.607, 0.438, 0.444, 0.461, 0.290, 0.647, 0.105, 0.395, 0.046, 0.369, 0.386, 0.396, 0.437, 0.358, 0.455, 0.317, 0.360, 0.308, 0.474, 1.063, 0.561, 0.693, 0.734, 0.474, 0.454, 0.443, 0.409, 0.258, 0.455, 0.320, 0.495, 0.177, 0.357, 0.463, 0.330, 0.408, 0.407, 0.431, 0.324, 0.462, 0.369, -0.528, 0.522, -0.760, 0.140, 0.572, 0.754, -0.842, -0.675, -0.645, -0.245, 0.377, -0.653, 0.409, 0.342, 0.557, 0.610, -0.559, 0.176, -0.164], "energy_ha": -2882.6896, "homo_lumo_gap_ev": 6.594, "charge": 1, "e_homo_ev": -11.021}